{
  "formula": "C7H27O8",
  "method": "the ωB97M-V functional and the def2-TZVPD basis",
  "symbols": ["C", "O", "C", "C", "C", "C", "C", "C", "H", "H", "H", "H", "H", "H", "H", "H", "H", "H", "H", "H", "H", "H", "H", "O", "H", "H", "O", "H", "H", "O", "H", "H", "O", "H", "H", "O", "H", "H", "O", "H", "H", "O"],
  "positions_angstrom": [[1.53, -0.07, 1.12], [1.35, -1.33, 0.44], [0.54, 0.11, 2.28], [-0.16, 1.57, 2.33], [-0.59, 2.02, 0.98], [0.06, 3.02, 0.38], [-1.89, 1.45, 0.45], [-2.66, 2.38, -0.45], [1.25, 0.63, 0.32], [2.54, -0.16, 1.52], [0.92, 0.04, 3.29], [-0.21, -0.67, 2.17], [0.51, 2.18, 2.93], [-1.05, 1.26, 2.90], [-0.19, 3.30, -0.64], [1.03, 3.40, 0.68], [-1.61, 0.57, -0.15], [-2.46, 1.08, 1.30], [-2.13, 2.70, -1.35], [-3.52, 1.92, -0.95], [-2.97, 3.25, 0.13], [3.77, -0.37, -0.73], [4.07, 0.95, -0.33], [4.57, 0.17, -0.59], [-0.46, -3.71, 0.47], [-0.43, -2.20, 0.78], [-0.85, -3.05, 1.04], [0.44, 1.38, -2.97], [-0.11, 0.46, -1.93], [-0.30, 1.35, -2.37], [0.67, -1.22, -0.43], [0.63, -1.53, -2.28], [0.01, -1.20, -1.61], [-0.26, -3.06, -2.49], [-0.92, -2.65, -3.77], [-0.23, -3.24, -3.45], [1.85, -2.58, 2.30], [3.34, -2.37, 2.54], [2.48, -2.17, 2.91], [-2.62, -0.55, -1.93], [-2.86, -1.97, -2.26], [-3.12, -1.09, -2.57]],
  "mulliken_charge": [-0.32, -0.68, -0.43, -1.20, 0.44, -0.82, 0.43, -1.56, 0.35, 0.32, 0.42, 0.05, 0.44, 0.36, 0.23, 0.32, -0.48, 0.55, 0.25, 0.37, 0.42, 0.36, 0.32, -0.68, 0.33, 0.33, -0.72, 0.27, 0.35, -0.56, 0.36, 0.25, -1.02, 0.31, 0.34, -0.67, 0.34, 0.29, -0.64, 0.37, 0.31, -0.71],
  "homo_ev": -5.67,
  "gap_ev": 8.8,
  "mol_weight_g_mol": 239.3,
  "e_above_lowest_ev": 0.241,
  "total_charge": -1,
  "total_energy_ha": -884.83977
}